1.
ORCA calculation (wB97M-V/def2-TZVPD) on a molecular structure, C34H57N3NdO2SeSi at a distorted geometry.

E_LUMO (spin up / spin down), eV: -2.68 / -2.48
2S+1: 4
F_max, hartree/bohr: 0.0590
Electronic energy, a.u.: -4896.63830
HOMO-LUMO gap (spin up / spin down), eV: 7.76 / 7.97
Net charge: +1

Last column: Löwdin charge in e.
Element x y z (Å)
O (-0.2061, 0.8996, 2.2923)  -0.429
O (-3.5873, 2.3116, 0.2672)  -0.277
C (-1.2198, 0.2641, 3.1711)  -0.214
C (-0.6730, 0.0458, 4.5657)  -0.040
H (-1.4953, -0.6849, 2.6694)  0.089
H (-2.0788, 0.9502, 3.1760)  0.114
H (0.2050, -0.6373, 4.5379)  0.086
H (-1.4666, -0.4357, 5.1595)  0.101
H (-0.3908, 0.9991, 5.0247)  0.078
C (0.0594, 2.3399, 2.4954)  -0.221
C (-1.0847, 3.1049, 3.1434)  -0.066
H (0.2695, 2.7361, 1.5053)  0.100
H (0.9978, 2.3949, 3.0961)  0.136
H (-2.0283, 3.0145, 2.5674)  0.075
H (-0.8156, 4.1705, 3.1678)  0.100
H (-1.2448, 2.7811, 4.1854)  0.083
C (-2.9404, 3.4324, -0.4818)  -0.177
C (-5.0007, 1.9848, 0.3233)  -0.220
C (-3.0791, 4.7093, 0.2878)  -0.062
H (-3.4647, 3.4481, -1.4294)  0.126
H (-1.8830, 3.1721, -0.6505)  0.106
H (-4.1105, 4.9411, 0.5374)  0.061
H (-2.6914, 5.5225, -0.3164)  0.090
H (-2.4738, 4.6739, 1.1910)  0.062
C (-5.8206, 3.2000, 0.5947)  -0.083
H (-5.1290, 1.2203, 1.1182)  0.141
H (-5.2372, 1.5424, -0.6552)  0.126
H (-5.5151, 3.6683, 1.5216)  0.084
H (-6.8508, 2.9036, 0.7361)  0.086
H (-5.8086, 3.9084, -0.2203)  0.081
H (-3.1497, 1.1435, -0.3491)  0.000
N (1.6656, -2.2134, 0.4140)  -0.123
C (2.0403, -3.0138, -0.6085)  -0.344
C (1.9047, -2.6223, -1.9444)  -0.048
C (1.8279, -1.3227, -2.5151)  -0.341
C (2.4978, -4.4085, -0.2965)  0.006
H (1.7408, -4.9417, 0.2903)  0.100
H (3.4332, -4.3547, 0.2715)  0.092
H (2.6846, -4.9349, -1.2384)  0.091
C (1.8356, -1.2556, -4.0156)  -0.008
H (2.8513, -1.0332, -4.3683)  0.099
H (1.1534, -0.4791, -4.3926)  0.092
H (1.5328, -2.2124, -4.4512)  0.087
N (1.8238, -0.1726, -1.8202)  -0.082
C (1.8636, -2.6400, 1.8007)  -0.236
C (0.7573, -3.1183, 2.5466)  -0.233
C (-0.5911, -3.3097, 1.9240)  -0.031
C (0.9381, -3.3914, 3.9013)  -0.060
H (0.0774, -3.7180, 4.4772)  0.119
C (2.1835, -3.2686, 4.5021)  -0.060
H (2.2993, -3.5042, 5.5566)  0.112
C (3.2765, -2.8507, 3.7436)  -0.027
H (4.2633, -2.7695, 4.2032)  0.124
C (3.1452, -2.5443, 2.3891)  -0.208
C (4.3429, -2.0970, 1.5904)  -0.030
C (2.3862, 1.0273, -2.3793)  -0.226
C (1.5729, 2.0918, -2.8348)  -0.238
C (0.0817, 1.9402, -2.8615)  -0.051
C (2.1333, 3.2739, -3.2598)  -0.058
H (1.4645, 4.0839, -3.5504)  0.119
C (3.5126, 3.4163, -3.3449)  -0.058
H (3.9465, 4.3375, -3.7236)  0.108
C (4.3230, 2.3377, -2.9739)  -0.039
H (5.4407, 2.4091, -3.0498)  0.131
C (3.7987, 1.1585, -2.4732)  -0.214
C (4.6891, 0.0325, -1.9993)  -0.030
Nd (0.9652, 0.0101, 0.4922)  1.832
H (-1.2299, -2.4246, 2.0840)  0.056
H (-1.0875, -4.1520, 2.4277)  0.098
H (-0.5423, -3.5201, 0.8476)  0.066
H (4.2306, -2.2746, 0.5082)  0.070
H (5.2245, -2.6472, 1.9164)  0.093
H (4.5405, -1.0232, 1.7214)  0.054
H (-0.4096, 2.8344, -2.4442)  0.075
H (-0.2603, 1.0443, -2.3270)  0.029
H (-0.2782, 1.8431, -3.9088)  0.104
H (4.4878, -0.2779, -0.9719)  0.053
H (5.7470, 0.3749, -2.0170)  0.093
H (4.6184, -0.8490, -2.6409)  0.079
H (2.0150, -3.4228, -2.6726)  0.110
C (-2.4554, 0.2011, -0.5210)  -0.168
Si (-2.7627, -1.3619, -1.7243)  0.521
H (-2.1469, -0.1546, 0.4557)  -0.022
H (-1.5634, 0.6978, -0.8970)  -0.051
C (-4.2105, -2.2551, -0.9801)  -0.203
C (-1.5259, -2.7753, -2.2366)  -0.156
C (-3.2226, -0.5630, -3.3448)  -0.192
H (-3.5622, 0.4670, -3.1301)  0.026
H (-4.0631, -1.1081, -3.8033)  0.039
H (-2.4054, -0.5046, -4.0765)  0.029
H (-3.9382, -2.8365, -0.0818)  0.032
H (-4.7252, -2.9389, -1.6881)  0.047
H (-4.9311, -1.4752, -0.6722)  0.027
H (-0.9599, -3.2038, -1.3864)  0.007
H (-0.8038, -2.4686, -2.9691)  -0.004
H (-2.0774, -3.6092, -2.6693)  0.039
Se (5.5486, 2.0815, 1.6134)  0.694
C (3.9627, 1.5222, 1.2850)  -0.981
N (2.8381, 1.1125, 1.0704)  -0.170


2.
ORCA calculation (wB97M-V/def2-TZVPD) on 5 unconnected molecules or ions with the total composition C25H27F33NO4S at a distorted geometry.

E_LUMO, eV: -3.16
F_max, hartree/bohr: 0.0450
Electronic energy, a.u.: -5018.07719
HOMO-LUMO gap, eV: 9.45
Net charge: +1

Last column: Löwdin charge in e.
Element x y z (Å)
F (-0.1219, -0.3735, 5.2947)  0.074
C (0.4601, -0.4689, 4.1037)  -0.404
C (1.8690, 0.0470, 4.2088)  -0.100
C (2.6747, -0.8241, 5.1381)  -0.092
N (2.6887, -2.2263, 4.6424)  0.093
C (1.3024, -2.7172, 4.6633)  -0.135
C (0.4673, -1.9373, 3.6939)  -0.543
S (0.9533, -2.0881, 1.9507)  0.862
H (-0.0605, 0.0713, 3.3444)  0.136
H (1.9034, 1.0131, 4.6403)  0.135
H (2.3254, 0.1140, 3.2526)  0.103
H (2.1822, -0.8194, 6.0767)  0.134
H (3.6502, -0.4155, 5.2371)  0.139
H (3.3120, -2.7852, 5.2141)  0.137
H (3.0809, -2.2267, 3.7069)  0.148
H (1.2523, -3.7625, 4.5151)  0.136
H (0.9151, -2.5464, 5.6359)  0.137
H (-0.5060, -2.3498, 3.7418)  0.115
H (2.2949, -2.0601, 1.9010)  -0.129
C (-1.1017, 1.9215, -0.3834)  -0.042
C (0.3113, 1.8095, -0.9828)  -0.436
C (1.5139, 1.8893, -0.0378)  -0.306
F (1.5350, 3.0141, 0.7022)  0.097
F (2.6562, 1.8630, -0.7632)  0.101
F (0.4375, 2.7073, -1.9791)  0.125
F (0.3847, 0.5701, -1.5414)  0.108
O (-1.7330, 3.1836, -0.3417)  0.056
C (-1.4761, 4.0873, 0.6518)  -0.548
C (-0.6853, 5.2985, 0.1454)  -0.284
F (0.4052, 4.9162, -0.5396)  0.099
F (-0.2898, 6.0272, 1.2099)  0.106
F (-0.8795, 3.4938, 1.7107)  0.133
F (-2.6584, 4.5506, 1.0759)  0.164
H (-1.7314, 1.3507, -1.0622)  0.153
H (-1.1634, 1.4229, 0.5840)  0.139
H (1.5262, 1.0290, 0.6396)  0.148
H (-1.3191, 5.9078, -0.5033)  0.180
C (4.5741, -5.9629, 7.5306)  -0.045
C (4.2716, -4.4788, 7.2631)  -0.417
C (5.0131, -3.4124, 8.0720)  -0.293
F (4.8452, -3.5493, 9.3876)  0.126
F (4.5031, -2.1994, 7.6964)  0.075
F (2.9355, -4.2674, 7.3135)  0.118
F (4.6362, -4.2277, 5.9562)  0.070
O (3.7489, -6.6709, 8.4259)  0.056
C (3.9362, -6.5950, 9.7884)  -0.550
C (2.8042, -5.8305, 10.4834)  -0.284
F (2.5789, -4.6439, 9.8801)  0.091
F (3.1572, -5.6046, 11.7580)  0.121
F (5.1470, -6.0902, 10.0778)  0.156
F (3.8979, -7.8446, 10.2569)  0.172
H (4.3926, -6.4592, 6.5790)  0.153
H (5.6281, -6.1163, 7.7580)  0.153
H (6.0815, -3.4298, 7.8392)  0.181
H (1.8864, -6.4228, 10.4547)  0.179
C (0.1489, 5.2995, -5.8716)  -0.035
C (-0.8035, 4.8712, -4.7412)  -0.437
C (-1.0290, 3.3745, -4.4988)  -0.295
F (-1.4729, 2.7255, -5.5973)  0.093
F (-1.9692, 3.2308, -3.5331)  0.098
F (-1.9856, 5.5009, -4.8947)  0.135
F (-0.2483, 5.3350, -3.5864)  0.102
O (-0.3977, 5.5853, -7.1492)  0.057
C (-0.6801, 4.5825, -8.0338)  -0.555
C (-2.1878, 4.3771, -8.2078)  -0.269
F (-2.8074, 4.2639, -7.0179)  0.094
F (-2.4007, 3.2364, -8.9024)  0.099
F (-0.0551, 3.4408, -7.6943)  0.149
F (-0.2037, 4.9573, -9.2303)  0.160
H (0.5472, 6.2578, -5.5482)  0.150
H (1.0008, 4.6261, -5.9530)  0.148
H (-0.1124, 2.8951, -4.1596)  0.157
H (-2.6269, 5.2170, -8.7502)  0.181
C (-4.1132, -1.9082, -7.6376)  -0.042
C (-4.1551, -2.2264, -6.1331)  -0.444
C (-5.4936, -2.1165, -5.3954)  -0.301
F (-6.0527, -0.8981, -5.5097)  0.099
F (-5.2729, -2.3527, -4.0778)  0.090
F (-3.2095, -1.5052, -5.4956)  0.128
F (-3.8025, -3.5383, -6.0220)  0.101
O (-3.7607, -0.6030, -8.0593)  0.055
C (-4.6749, 0.4172, -8.0926)  -0.546
C (-4.4054, 1.4716, -7.0154)  -0.291
F (-4.2546, 0.9098, -5.8007)  0.098
F (-5.4492, 2.3264, -6.9603)  0.109
F (-5.9328, -0.0591, -8.0357)  0.148
F (-4.5355, 1.0325, -9.2765)  0.158
H (-3.3008, -2.5199, -8.0219)  0.149
H (-5.0169, -2.2491, -8.1407)  0.147
H (-6.1957, -2.8665, -5.7702)  0.174
H (-3.5039, 2.0280, -7.2530)  0.134


3.
ORCA calculation (wB97M-V/def2-TZVPD) on 6 unconnected molecules or ions with the total composition C14H43N5O8 at a distorted geometry.

E_LUMO, eV: 0.19
F_max, hartree/bohr: 0.0443
Electronic energy, a.u.: -1434.70626
HOMO-LUMO gap, eV: 8.05
Net charge: 0
Energy relative to the best compared isomer or geometry (same formula, charge and spin), eV: 0.937

Last column: Löwdin charge in e.
Element x y z (Å)
N (-1.3283, 19.5676, -8.3715)  0.260
H (-2.0207, 19.8913, -9.0840)  0.074
H (-0.9885, 18.6428, -8.6561)  0.079
H (-1.7127, 19.5569, -7.4180)  0.063
H (-0.4912, 20.1827, -8.4597)  0.067
N (-2.0931, 19.1825, -4.6918)  -0.602
O (-2.4656, 18.3432, -3.8649)  -0.015
O (-2.4426, 19.0782, -5.8997)  -0.121
O (-1.3574, 20.1305, -4.3374)  -0.055
C (-2.3526, 16.0796, -10.3843)  -0.201
C (-1.6710, 14.7442, -10.1682)  -0.234
O (-0.2770, 14.9019, -10.4537)  -0.075
O (-2.2615, 16.8625, -9.1764)  -0.096
H (-3.3919, 15.9193, -10.6813)  0.120
H (-1.8713, 16.6215, -11.2029)  0.121
H (-2.0641, 13.9787, -10.8511)  0.117
H (-1.7889, 14.3469, -9.1587)  0.115
H (0.1917, 14.1227, -10.1424)  0.085
H (-3.1477, 17.2049, -9.0339)  0.085
C (0.1626, 23.3387, -9.1309)  -0.051
C (0.8607, 22.3983, -8.1674)  -0.412
C (0.2952, 22.2904, -6.7477)  -0.214
O (0.2319, 23.5637, -6.1580)  -0.159
C (-0.4883, 23.5098, -4.9552)  -0.113
N (1.0739, 21.1073, -8.8630)  0.026
H (0.8599, 23.7150, -9.8885)  0.078
H (-0.1281, 24.3068, -8.7138)  0.084
H (-0.7005, 22.8562, -9.5898)  0.071
H (1.8608, 22.8062, -7.9435)  0.139
H (0.8743, 21.5706, -6.1571)  0.135
H (-0.7165, 21.8589, -6.7741)  0.100
H (-0.1945, 22.7386, -4.2405)  0.090
H (-1.5742, 23.4623, -5.0949)  0.083
H (-0.3664, 24.4622, -4.4318)  0.087
H (1.5369, 21.4360, -9.7102)  0.090
H (1.8525, 20.6433, -8.3889)  0.085
C (-5.2106, 21.2983, -11.2382)  -0.075
C (-3.9763, 21.1595, -10.3228)  -0.415
C (-4.4324, 21.6157, -8.9241)  -0.212
O (-3.3095, 21.5972, -8.0665)  -0.195
C (-3.7484, 21.6764, -6.6986)  -0.082
N (-3.4417, 19.7942, -10.3837)  0.033
H (-5.9337, 20.5313, -10.9334)  0.080
H (-4.9581, 21.0246, -12.2670)  0.075
H (-5.7335, 22.2529, -11.2577)  0.079
H (-3.2262, 21.7939, -10.8021)  0.138
H (-5.2455, 20.9380, -8.6328)  0.132
H (-4.9523, 22.5731, -9.0213)  0.127
H (-2.8132, 21.7312, -6.1442)  0.056
H (-4.2920, 20.7870, -6.3735)  0.089
H (-4.3981, 22.5375, -6.5192)  0.093
H (-4.1733, 19.1124, -10.1882)  0.088
H (-3.2617, 19.6543, -11.3771)  0.091
C (0.6244, 15.7754, -4.9339)  -0.070
C (0.1782, 16.5494, -6.1445)  -0.398
C (1.2921, 16.9548, -7.1312)  -0.195
O (0.7149, 17.5134, -8.2910)  -0.224
C (1.6942, 17.7809, -9.2702)  -0.118
N (-0.7773, 15.6387, -6.8547)  0.050
H (-0.1888, 15.4893, -4.2754)  0.084
H (1.4068, 16.3131, -4.3852)  0.080
H (1.1557, 14.8563, -5.2143)  0.075
H (-0.4608, 17.3896, -5.8625)  0.121
H (1.8598, 16.0484, -7.3818)  0.127
H (1.9878, 17.6272, -6.6116)  0.129
H (1.1532, 18.3231, -10.0485)  0.086
H (2.0973, 16.8634, -9.7092)  0.089
H (2.5535, 18.3844, -8.9593)  0.081
H (-1.0791, 16.0639, -7.7303)  0.017
H (-0.2269, 14.8306, -7.1483)  0.061


4.
ORCA calculation (wB97M-V/def2-TZVPD) on a molecular structure, C27H30BNO4 at a distorted geometry.

E_LUMO, eV: -4.40
F_max, hartree/bohr: 0.1041
Electronic energy, a.u.: -1426.64614
HOMO-LUMO gap, eV: 1.72
Net charge: 0
Energy relative to the best compared isomer or geometry (same formula, charge and spin), eV: 21.033

Last column: Löwdin charge in e.
Element x y z (Å)
C (-2.3138, -6.2239, 2.4440)  0.003
C (-0.9103, -5.6423, 2.1920)  -0.320
C (0.1044, -5.5851, 3.1308)  -0.005
C (1.3303, -5.2105, 2.3747)  -0.186
C (1.4128, -5.0956, 0.9841)  0.219
B (-1.5420, -2.0489, 1.2692)  -0.974
O (-2.6872, -1.5508, 1.8189)  0.146
C (-2.2422, -0.2320, 1.3146)  -0.019
C (-0.7922, -0.6665, 0.3855)  0.007
C (0.5855, -0.7707, -0.4715)  -0.141
C (-1.5256, -1.5704, -0.7632)  -0.072
O (-1.4777, -2.7520, 0.0250)  0.075
C (-0.0776, -0.8079, 2.1923)  0.055
O (-0.2531, -2.1836, 2.0550)  -0.020
O (-0.4187, -5.1752, 1.0130)  -0.118
H (-2.3220, -6.9289, 3.2897)  0.080
H (-3.0664, -5.4610, 2.6981)  0.088
H (-2.6968, -6.7966, 1.5871)  0.087
H (-0.0297, -5.8928, 4.1819)  0.114
H (2.2180, -4.9993, 2.9764)  0.080
H (-3.1710, 0.0573, 0.8223)  0.122
H (-1.9783, 0.3544, 2.2249)  0.113
H (1.8893, -2.2539, 0.9071)  0.105
H (0.5551, -0.8702, -1.5338)  0.089
H (0.7284, 0.3118, -0.6096)  0.062
H (-2.5574, -1.2672, -0.9176)  0.127
H (-0.9680, -1.7269, -1.6865)  0.128
H (0.9050, -0.3329, 2.2924)  0.149
H (-0.8228, -0.6316, 2.9810)  0.117
C (-0.9504, 2.3293, -4.0591)  -0.049
C (-0.6488, 2.9927, -2.7513)  -0.292
N (-1.5653, 3.9470, -2.3812)  -0.078
C (-2.7552, 4.3434, -3.0996)  -0.022
C (-1.2799, 4.3919, -1.1257)  -0.199
C (-0.0933, 3.6955, -0.6849)  -0.206
C (0.3183, 3.9803, 0.6135)  -0.026
C (-0.4842, 4.8089, 1.4593)  -0.099
C (-1.6586, 5.4119, 0.9957)  -0.093
C (-2.0297, 5.2600, -0.3650)  -0.019
C (0.2613, 2.7983, -1.7202)  0.113
C (1.7559, -1.8364, -0.1214)  -0.067
C (3.0401, -1.0717, -0.5792)  -0.153
C (2.8280, 0.2730, -1.0708)  -0.103
C (3.6536, 1.3500, -0.9176)  -0.107
C (4.9537, 1.0986, -0.5008)  -0.116
C (5.3853, -0.2215, -0.2397)  -0.090
C (4.4529, -1.3479, -0.3064)  -0.023
H (-0.2899, 1.4766, -4.3204)  0.080
H (-2.0205, 1.9367, -4.0148)  0.093
H (-0.8809, 3.0050, -4.9714)  0.096
H (-3.2396, 5.1469, -2.5205)  0.077
H (-2.5488, 4.7262, -4.1171)  0.100
H (-3.4724, 3.5113, -3.2336)  0.098
H (1.2214, 3.5693, 1.0078)  0.093
H (-0.1346, 5.0356, 2.4959)  0.105
H (-2.2961, 5.9726, 1.6942)  0.102
H (-2.9098, 5.7941, -0.7054)  0.095
H (1.5214, -2.7117, -0.8341)  0.135
H (1.9291, 0.7179, -1.5082)  0.053
H (3.2340, 2.3537, -1.0448)  0.100
H (5.5629, 1.9587, -0.2810)  0.088
H (6.4006, -0.3446, 0.1579)  0.090
H (4.8632, -2.3982, -0.1277)  0.115